DFT (ωB97M-V with the def2-TZVPD basis set) results for a molecular structure, C30H37N5O5S3Zr.

Properties
Relative energy (zero: lowest compared OMol25 entry of this formula, charge and spin), kcal per mole: 21.6
Gap between HOMO and LUMO, eV: 6.52
Energy, Eh: -3056.6617
Net charge: +2
Molecular weight, g mol⁻¹: 735.1

Each line ends with the Löwdin charge.
Cartesian coordinates (Å):
Zr 0.12 -0.44 0.32  1.707
C 3.22 0.35 -0.54  -0.010
O 2.02 0.79 0.17  -0.275
C 1.93 2.17 0.39  -0.209
C 3.05 2.98 0.45  0.003
C 2.89 4.35 0.63  -0.038
C 1.62 4.90 0.73  -0.046
C 0.50 4.09 0.68  0.014
C 0.65 2.72 0.52  -0.182
N -0.44 1.80 0.50  -0.091
N -1.56 2.32 0.74  0.130
C -2.73 1.60 0.79  -0.129
C -2.87 0.23 0.54  -0.283
O -1.83 -0.52 0.22  -0.253
C -4.14 -0.38 0.59  0.015
C -5.24 0.36 0.90  0.025
C -5.16 1.75 1.17  -0.160
C -6.32 2.49 1.49  -0.014
C -6.24 3.83 1.75  -0.052
C -4.98 4.47 1.70  -0.046
C -3.84 3.77 1.40  -0.019
C -3.90 2.39 1.12  -0.087
H 3.44 1.07 -1.33  0.102
H 3.00 -0.62 -0.95  0.029
H 4.04 0.29 0.17  0.111
H 4.05 2.56 0.38  0.122
H 3.76 4.98 0.68  0.123
H 1.50 5.97 0.85  0.120
H -0.49 4.50 0.77  0.109
H -4.20 -1.44 0.38  0.128
H -6.21 -0.11 0.94  0.132
H -7.27 1.98 1.52  0.123
H -7.12 4.40 1.99  0.116
H -4.92 5.53 1.91  0.116
H -2.89 4.29 1.38  0.096
C -0.74 0.18 5.11  0.038
N 0.07 -0.86 4.46  -0.017
C 0.63 -1.90 5.14  0.009
C 1.34 -2.86 4.52  0.038
C 1.51 -2.76 3.11  -0.330
N 1.00 -1.70 2.45  0.105
C 0.28 -0.80 3.12  -0.481
O -0.22 0.13 2.42  -0.101
N 2.16 -3.68 2.42  0.207
H -0.76 -0.02 6.18  0.102
H -1.75 0.17 4.71  0.108
H -0.29 1.16 4.93  0.108
H 0.45 -1.91 6.21  0.149
H 1.76 -3.68 5.08  0.130
H 2.53 -4.50 2.87  0.137
H 2.15 -3.63 1.40  0.026
C -1.07 -5.29 -1.96  -0.063
O -0.44 -4.25 -1.18  -0.230
C 0.45 -3.47 -1.79  -1.244
S 0.83 -3.48 -3.36  0.765
S 1.33 -2.53 -0.54  0.592
H -1.73 -5.80 -1.26  0.101
H -0.31 -5.97 -2.35  0.094
H -1.62 -4.86 -2.78  0.063
C 2.08 0.16 -4.23  -0.091
C 0.97 1.09 -4.70  -0.254
C 0.38 1.97 -3.61  -0.320
S -0.76 1.25 -2.42  1.051
O 0.02 0.09 -1.74  -0.664
C -2.02 0.49 -3.46  -0.301
C -1.73 -0.93 -3.95  -0.271
C -2.48 -1.97 -3.12  -0.093
H 2.51 -0.37 -5.08  0.089
H 1.72 -0.59 -3.53  0.026
H 2.89 0.72 -3.76  0.074
H 0.18 0.55 -5.22  0.103
H 1.38 1.79 -5.45  0.124
H -0.21 2.79 -4.02  0.106
H 1.15 2.42 -2.98  0.098
H -2.15 1.21 -4.27  0.107
H -2.93 0.52 -2.85  0.092
H -0.66 -1.14 -3.95  0.053
H -2.06 -0.99 -4.99  0.126
H -2.12 -1.97 -2.09  0.060
H -2.32 -2.96 -3.54  0.061
H -3.55 -1.77 -3.11  0.090

---

DFT (ωB97M-V with the def2-TZVPD basis set) results for a molecular structure, C28H79InN5NaO13S in a non-equilibrium geometry.

Properties
Gap between HOMO and LUMO, eV: 1.67
Energy, Eh: -3115.6909
Net charge: +2
Molecular weight, g mol⁻¹: 863.8

Each line ends with the Löwdin charge.
Cartesian coordinates (Å):
In -1.67 5.67 2.04  0.946
Na -4.17 1.40 -2.11  0.878
S -0.47 0.98 0.10  0.278
O -0.99 2.15 -0.61  -0.260
O 0.66 0.32 -0.54  -0.178
O -0.20 1.49 1.48  -0.151
O -1.57 -0.02 0.17  -0.175
C 4.12 6.59 -1.19  -0.058
C 2.62 6.76 -1.08  -0.460
C 1.75 6.93 -2.38  -0.188
O 0.41 7.09 -1.99  -0.195
C -0.47 7.07 -3.12  -0.093
N 2.18 5.63 -0.35  0.036
H 4.65 6.56 -0.24  0.090
H 4.47 7.46 -1.75  0.087
H 4.36 5.69 -1.75  0.089
H 2.42 7.62 -0.43  0.136
H 1.86 5.95 -2.85  0.123
H 2.19 7.74 -2.96  0.133
H -0.26 7.90 -3.79  0.091
H -1.49 7.18 -2.74  0.084
H -0.34 6.18 -3.73  0.080
H 3.08 5.51 0.09  0.056
H 2.23 4.88 -1.02  0.074
C -1.71 -7.03 0.01  -0.054
C -1.36 -5.72 0.63  -0.422
C 0.00 -5.67 1.46  -0.160
O -0.12 -6.59 2.54  -0.197
C 0.98 -6.67 3.42  -0.072
N -1.38 -4.68 -0.38  0.066
H -2.55 -7.08 -0.68  0.083
H -1.87 -7.70 0.86  0.081
H -0.86 -7.51 -0.46  0.087
H -2.08 -5.36 1.37  0.135
H 0.21 -4.68 1.84  0.119
H 0.89 -6.02 0.93  0.129
H 0.86 -7.52 4.08  0.102
H 0.85 -5.74 3.98  0.092
H 1.83 -6.70 2.74  0.093
H -0.39 -4.50 -0.42  0.066
H -1.64 -3.80 0.04  0.068
C -7.83 -1.78 -1.29  -0.069
C -6.56 -2.61 -1.04  -0.429
C -6.90 -3.97 -0.46  -0.223
O -7.85 -4.65 -1.22  -0.208
C -7.89 -6.04 -1.02  -0.092
N -5.92 -2.71 -2.34  0.038
H -8.68 -2.20 -1.83  0.085
H -7.59 -0.88 -1.85  0.057
H -8.27 -1.52 -0.32  0.080
H -5.93 -2.13 -0.29  0.130
H -7.32 -4.08 0.54  0.133
H -6.02 -4.61 -0.51  0.111
H -8.12 -6.15 0.04  0.089
H -6.90 -6.47 -1.17  0.084
H -8.59 -6.59 -1.63  0.098
H -5.08 -3.23 -2.13  0.066
H -6.50 -3.20 -3.00  0.085
C -1.42 -0.30 -7.53  -0.039
C -0.60 0.56 -6.56  -0.396
C -0.68 2.13 -6.64  -0.211
O -0.13 2.50 -7.89  -0.190
C 0.02 3.97 -7.98  -0.053
N -1.15 0.22 -5.27  0.026
H -2.48 -0.11 -7.32  0.077
H -1.29 -1.35 -7.28  0.079
H -1.27 -0.05 -8.58  0.086
H 0.46 0.31 -6.51  0.140
H -0.10 2.62 -5.85  0.112
H -1.72 2.43 -6.54  0.117
H -0.89 4.48 -7.66  0.079
H 0.33 4.17 -9.01  0.095
H 0.75 4.33 -7.25  0.075
H -1.11 -0.77 -5.08  0.082
H -0.68 0.68 -4.50  0.068
C 0.37 2.31 7.77  -0.052
C 0.36 3.58 6.91  -0.440
C 1.69 3.92 6.44  -0.236
O 1.53 4.92 5.42  -0.188
C 2.87 5.45 5.08  -0.075
N -0.64 3.35 5.85  0.062
H 0.60 1.48 7.10  0.081
H -0.56 2.07 8.27  0.084
H 1.11 2.48 8.55  0.087
H -0.08 4.35 7.55  0.149
H 2.27 3.12 5.97  0.133
H 2.34 4.14 7.29  0.136
H 3.43 5.79 5.95  0.085
H 2.92 6.27 4.37  0.079
H 3.50 4.66 4.67  0.081
H -0.54 2.42 5.49  0.068
H -1.52 3.34 6.35  0.075
C 4.66 2.33 -5.36  -0.079
C 4.77 1.61 -4.00  -0.300
O 3.87 2.14 -3.02  -0.101
H 5.51 2.17 -6.02  0.076
H 4.75 3.41 -5.19  0.068
H 3.71 2.11 -5.84  0.064
H 5.74 1.79 -3.54  0.105
H 4.71 0.53 -4.13  0.107
H 3.29 1.45 -2.69  0.062
C 5.91 -4.53 -0.70  -0.076
C 5.33 -3.22 -1.20  -0.356
O 3.93 -3.35 -1.22  -0.064
H 6.99 -4.45 -0.78  0.078
H 5.58 -5.38 -1.31  0.077
H 5.59 -4.67 0.34  0.073
H 5.80 -2.83 -2.11  0.107
H 5.68 -2.42 -0.55  0.104
H 3.57 -2.46 -1.17  0.075
C -3.43 -2.29 6.15  -0.085
C -2.71 -1.77 4.93  -0.330
O -3.50 -0.97 4.05  -0.078
H -3.95 -1.59 6.81  0.074
H -2.95 -3.04 6.78  0.082
H -4.33 -2.78 5.78  0.074
H -2.35 -2.64 4.38  0.102
H -1.79 -1.23 5.18  0.099
H -2.98 -0.87 3.25  0.064
C 4.66 -2.24 4.83  -0.069
C 3.59 -1.67 3.84  -0.299
O 3.64 -0.25 3.67  -0.074
H 4.74 -1.64 5.74  0.070
H 5.69 -2.28 4.48  0.068
H 4.43 -3.27 5.09  0.069
H 2.59 -1.95 4.19  0.096
H 3.65 -2.20 2.90  0.096
H 2.85 -0.01 3.17  0.067

---

Which of these has the highest molecular weight?
C28H79InN5NaO13S

---

Number 1 is which compound?
C30H37N5O5S3Zr

---

The highest energy belongs to which entry?
C30H37N5O5S3Zr